DFT (the ωB97M-V functional and the def2-TZVPD basis) results for a cluster of 20 separate species, C73H199N27O27 in total in a non-equilibrium geometry.

Structure (XYZ):
```
326
Properties=species:S:1:pos:R:3:lowdin_charge:R:1
C 0.245 9.258 16.495 -0.05
C -0.141 8.087 17.382 -0.47
C 0.945 7.748 18.388 -0.23
O 2.070 7.279 17.721 -0.19
C 3.143 6.837 18.546 -0.08
N -1.364 8.292 18.037 0.03
H 0.683 10.169 16.902 0.07
H -0.556 9.523 15.805 0.08
H 1.055 8.798 15.928 0.07
H -0.244 7.171 16.800 0.15
H 0.638 7.072 19.185 0.13
H 1.214 8.636 18.960 0.12
H 4.052 6.836 17.945 0.07
H 2.942 5.844 18.948 0.09
H 3.342 7.515 19.376 0.08
H -2.005 8.525 17.292 0.07
H -1.413 9.097 18.645 0.08
C 12.065 15.226 18.461 -0.04
C 10.939 15.792 19.366 -0.41
C 9.693 14.891 19.373 -0.17
O 8.578 15.453 20.130 -0.18
C 7.435 14.638 20.231 -0.11
N 11.468 15.982 20.684 0.06
H 12.959 15.842 18.564 0.07
H 11.739 15.161 17.423 0.07
H 12.474 14.264 18.767 0.06
H 10.545 16.728 18.970 0.13
H 9.809 13.830 19.597 0.11
H 9.399 14.802 18.327 0.09
H 6.830 14.841 19.347 0.08
H 6.736 15.046 20.961 0.09
H 7.642 13.583 20.410 0.06
H 10.748 15.783 21.363 0.06
H 12.182 15.344 21.003 0.04
C 14.607 11.692 23.689 -0.04
C 14.978 10.274 24.224 -0.40
C 14.439 9.883 25.650 -0.14
O 14.637 8.441 25.931 -0.23
C 14.605 8.096 27.326 -0.11
N 14.639 9.193 23.316 0.05
H 14.846 12.427 24.458 0.07
H 13.520 11.729 23.619 0.06
H 15.114 11.957 22.761 0.07
H 16.065 10.216 24.279 0.13
H 13.351 9.829 25.664 0.12
H 14.735 10.554 26.457 0.12
H 13.749 8.460 27.895 0.08
H 15.426 8.572 27.862 0.08
H 14.670 7.021 27.491 0.09
H 14.756 8.401 23.932 0.05
H 13.649 9.168 23.120 0.04
C 8.468 18.741 14.517 -0.04
C 9.717 17.826 14.764 -0.41
C 9.395 16.327 14.810 -0.18
O 8.604 15.997 15.983 -0.20
C 7.998 14.672 15.948 -0.09
N 10.729 18.151 13.766 0.01
H 8.454 19.117 13.494 0.07
H 8.379 19.651 15.111 0.07
H 7.516 18.237 14.684 0.07
H 10.310 18.059 15.648 0.13
H 10.334 15.779 14.731 0.11
H 8.793 15.991 13.966 0.12
H 7.103 14.519 16.551 0.08
H 8.706 13.852 16.068 0.08
H 7.562 14.609 14.951 0.07
H 11.550 17.637 14.052 0.06
H 11.052 19.087 13.965 0.07
C 8.617 2.173 19.842 -0.02
C 9.256 2.408 18.413 -0.43
C 10.613 3.106 18.452 -0.16
O 11.213 3.427 17.177 -0.23
C 10.401 4.148 16.246 -0.09
N 9.096 1.197 17.715 0.03
H 9.479 1.839 20.419 0.08
H 7.821 1.443 19.993 0.08
H 8.304 3.150 20.212 0.06
H 8.580 3.001 17.796 0.10
H 11.230 2.460 19.077 0.13
H 10.453 4.088 18.897 0.12
H 9.959 5.099 16.543 0.07
H 9.682 3.558 15.678 0.10
H 11.257 4.479 15.657 0.09
H 9.485 0.473 18.302 0.10
H 9.649 1.218 16.870 0.10
C 4.997 -1.425 17.271 -0.07
C 6.438 -1.166 17.590 -0.44
C 7.496 -2.050 16.867 -0.17
O 7.475 -3.434 17.177 -0.17
C 7.359 -3.789 18.505 -0.15
N 6.544 0.291 17.353 0.04
H 4.766 -1.376 16.207 0.08
H 4.303 -0.687 17.672 0.08
H 4.843 -2.461 17.571 0.07
H 6.620 -1.365 18.646 0.12
H 8.528 -1.754 17.057 0.11
H 7.366 -1.873 15.799 0.13
H 6.363 -3.677 18.934 0.08
H 8.044 -3.344 19.226 0.09
H 7.748 -4.807 18.499 0.09
H 7.524 0.469 17.519 -0.01
H 6.143 0.797 18.129 0.05
C 7.300 10.833 25.416 -0.13
O 6.354 10.563 24.458 -0.20
C 5.810 9.305 24.631 -0.21
C 4.334 9.244 24.064 -0.12
N 4.528 8.944 22.610 -0.09
C 5.439 9.895 21.906 -0.17
C 5.260 9.923 20.382 -0.28
O 4.064 10.455 20.090 -0.19
C 3.834 10.719 18.700 -0.05
H 7.624 11.868 25.524 0.08
H 8.160 10.236 25.110 0.09
H 7.130 10.643 26.476 0.09
H 5.703 9.051 25.686 0.13
H 6.506 8.675 24.078 0.10
H 3.823 10.200 24.181 0.12
H 3.677 8.486 24.491 0.10
H 3.691 9.236 22.127 0.10
H 6.465 9.665 22.193 0.10
H 5.298 10.933 22.208 0.12
H 5.285 8.972 19.850 0.11
H 6.070 10.499 19.936 0.11
H 2.751 10.757 18.581 0.08
H 4.125 9.818 18.160 0.07
H 4.407 11.542 18.274 0.09
C 17.690 14.084 17.878 -0.09
O 17.042 13.367 16.808 -0.19
C 16.863 11.979 16.868 -0.23
C 16.382 11.450 15.547 -0.19
N 14.976 11.038 15.730 -0.06
C 14.365 11.178 14.394 -0.19
C 12.840 10.754 14.322 -0.22
O 12.282 11.000 13.044 -0.21
C 12.489 12.341 12.460 -0.07
H 17.004 14.289 18.699 0.07
H 18.068 15.043 17.524 0.08
H 18.621 13.692 18.286 0.08
H 16.205 11.721 17.698 0.12
H 17.873 11.579 16.967 0.12
H 17.004 10.642 15.161 0.12
H 16.435 12.307 14.875 0.11
H 14.594 11.710 16.379 0.08
H 14.823 10.473 13.700 0.12
H 14.466 12.205 14.041 0.10
H 12.244 11.254 15.086 0.10
H 12.738 9.704 14.593 0.10
H 12.587 13.138 13.196 0.08
H 11.950 12.577 11.543 0.09
H 13.531 12.287 12.144 0.07
C 9.633 8.091 15.193 -0.07
O 9.023 8.993 16.146 -0.18
C 9.897 9.970 16.698 -0.20
C 9.273 10.640 17.969 -0.19
N 8.673 9.779 18.968 -0.04
C 9.587 8.748 19.485 -0.21
C 8.743 7.878 20.319 -0.22
O 7.574 7.354 19.682 -0.23
C 7.741 6.195 18.847 -0.04
H 10.630 7.765 15.489 0.07
H 9.689 8.492 14.181 0.09
H 9.122 7.129 15.235 0.07
H 10.279 10.729 16.016 0.11
H 10.693 9.424 17.204 0.09
H 8.611 11.398 17.549 0.11
H 10.090 11.129 18.499 0.11
H 7.839 9.322 18.627 0.10
H 10.512 9.174 19.874 0.11
H 10.039 8.058 18.772 0.10
H 8.378 8.403 21.202 0.12
H 9.417 7.116 20.710 0.12
H 7.798 5.255 19.395 0.09
H 8.471 6.367 18.056 0.08
H 6.836 6.190 18.240 0.07
C 5.709 3.589 17.746 -0.17
O 5.901 2.919 18.885 -0.24
C 4.924 3.146 19.785 -0.18
C 5.128 2.361 21.237 -0.16
N 4.143 2.720 22.224 -0.06
C 4.168 1.944 23.459 -0.19
C 3.217 2.529 24.572 -0.16
O 3.528 3.923 24.838 -0.23
C 2.460 4.553 25.525 -0.12
H 4.835 3.193 17.228 0.11
H 6.651 3.359 17.249 0.09
H 5.661 4.670 17.878 0.06
H 4.073 2.725 19.249 0.12
H 4.905 4.223 19.948 0.11
H 6.144 2.520 21.598 0.07
H 5.011 1.300 21.014 0.11
H 4.187 3.713 22.405 0.08
H 5.149 1.785 23.908 0.11
H 3.798 0.936 23.276 0.11
H 3.319 1.986 25.512 0.12
H 2.197 2.419 24.202 0.12
H 1.533 4.609 24.955 0.08
H 2.748 5.599 25.629 0.08
H 2.045 4.225 26.478 0.09
C 19.570 19.007 22.080 -0.09
O 18.782 18.740 23.278 -0.20
C 17.450 19.279 23.238 -0.19
C 16.439 18.109 23.083 -0.19
N 16.421 17.370 21.786 -0.08
C 15.246 16.538 21.550 -0.20
C 15.206 15.276 22.460 -0.23
O 14.221 14.385 22.153 -0.21
C 14.320 13.829 20.898 -0.13
H 19.206 18.657 21.114 0.08
H 20.556 18.606 22.317 0.08
H 19.679 20.086 21.976 0.08
H 17.389 19.960 22.389 0.11
H 17.161 19.811 24.145 0.11
H 15.386 18.315 23.278 0.11
H 16.540 17.361 23.870 0.10
H 17.180 16.706 21.746 0.09
H 15.213 16.354 20.476 0.11
H 14.477 17.274 21.787 0.11
H 15.097 15.558 23.507 0.13
H 16.120 14.686 22.391 0.12
H 13.605 13.022 20.734 0.08
H 15.349 13.486 20.796 0.09
H 14.137 14.613 20.162 0.06
C 5.468 8.060 15.249 -0.11
O 6.130 6.850 15.232 -0.20
C 5.447 5.672 14.835 -0.18
C 6.005 5.177 13.483 -0.18
N 7.460 4.979 13.485 -0.07
C 8.140 4.471 12.318 -0.17
C 8.345 5.620 11.224 -0.21
O 8.915 6.801 11.757 -0.22
C 8.474 7.931 10.910 -0.06
H 4.629 8.012 15.944 0.06
H 4.932 8.204 14.311 0.09
H 6.129 8.848 15.610 0.09
H 4.363 5.740 14.741 0.13
H 5.720 4.945 15.599 0.09
H 5.822 5.877 12.668 0.10
H 5.393 4.359 13.103 0.12
H 7.904 5.863 13.689 0.08
H 7.666 3.541 12.002 0.12
H 9.148 4.163 12.593 0.09
H 7.370 5.823 10.779 0.11
H 9.051 5.242 10.486 0.11
H 7.500 8.386 11.094 0.08
H 8.552 7.649 9.860 0.09
H 9.099 8.790 11.153 0.08
C 10.182 1.587 10.528 -0.14
O 10.780 2.738 10.986 -0.23
C 12.190 2.965 11.038 -0.15
C 12.444 4.128 12.119 -0.14
N 11.937 5.382 11.472 -0.03
C 11.794 6.501 12.425 -0.21
C 13.147 7.017 12.886 -0.17
O 13.550 6.236 14.078 -0.22
C 14.958 6.300 14.279 -0.12
H 10.583 1.231 9.579 0.08
H 9.132 1.613 10.236 0.08
H 10.252 0.821 11.300 0.09
H 12.520 3.223 10.031 0.12
H 12.716 2.045 11.290 0.11
H 13.480 4.252 12.433 0.10
H 11.970 3.960 13.086 0.10
H 10.963 5.139 11.363 0.05
H 11.139 6.286 13.270 0.11
H 11.400 7.311 11.811 0.11
H 13.191 8.072 13.159 0.10
H 13.859 6.946 12.063 0.12
H 15.521 5.706 13.560 0.08
H 15.045 5.847 15.267 0.08
H 15.438 7.273 14.384 0.08
C 5.929 5.585 22.542 -0.72
O 6.551 4.540 22.407 0.01
N 5.057 5.858 23.409 0.21
N 6.037 6.711 21.844 0.19
H 4.638 6.777 23.443 0.09
H 4.632 5.101 23.926 0.09
H 5.530 7.580 21.937 0.05
H 6.482 6.581 20.946 0.07
C 8.883 6.972 26.237 -0.76
O 8.019 6.608 27.023 0.02
N 8.762 7.173 24.933 0.15
N 10.032 7.506 26.513 0.16
H 9.491 7.520 24.327 0.05
H 7.898 6.886 24.497 0.09
H 10.830 7.732 25.936 0.09
H 10.077 7.557 27.521 0.11
C 11.806 7.305 22.735 -0.74
O 11.247 7.433 23.861 -0.02
N 12.447 6.272 22.376 0.20
N 11.862 8.209 21.813 0.19
H 12.720 5.681 23.148 0.16
H 12.775 6.388 21.428 0.09
H 11.437 9.071 22.125 0.10
H 12.363 8.128 20.940 0.08
C 13.475 10.354 18.630 -0.77
O 13.244 11.418 18.128 0.02
N 13.968 9.294 17.924 0.18
N 13.434 10.224 19.904 0.21
H 13.969 9.537 16.944 0.07
H 14.060 8.371 18.324 0.05
H 13.166 11.093 20.344 0.08
H 13.701 9.413 20.444 0.09
C 9.874 3.235 22.988 -0.81
O 10.796 2.487 23.114 0.04
N 9.994 4.520 22.680 0.18
N 8.616 3.022 23.143 0.17
H 9.186 5.126 22.703 0.09
H 10.877 4.949 22.443 0.06
H 7.886 3.636 22.811 0.03
H 8.315 2.166 23.586 0.12
C 10.148 11.966 22.334 -0.71
O 11.216 11.443 22.058 0.01
N 9.136 11.723 21.533 0.19
N 9.822 12.654 23.439 0.19
H 9.172 11.066 20.767 0.07
H 8.289 12.273 21.500 0.08
H 8.877 12.957 23.628 0.10
H 10.544 12.807 24.128 0.12
C 13.141 5.873 19.073 -0.82
O 13.565 6.887 19.403 0.07
N 13.477 4.639 19.360 0.21
N 12.374 5.866 18.032 0.21
H 14.374 4.491 19.800 0.13
H 13.113 3.874 18.810 0.10
H 12.002 5.075 17.525 0.06
H 12.140 6.775 17.661 0.11
```

Properties
- total energy (a.u.) = -6410.073201
- HOMO (eV) = -8.513
- total charge = 0
- Kohn-Sham gap (eV) = 8.77